DFT (the ωB97M-V functional and the def2-TZVPD basis) results for an isolated molecule of H7NO3Si2.

As for the spin multiplicity: 3. The LUMO energy (alpha / beta) is 0.0172 / -0.1381 hartree. As for the maximum force: 0.055 Eh/bohr. Its net charge is 0. The value obtained for the gap between HOMO and LUMO (alpha / beta) is 4.5 / 7.5 eV.

CARTESIAN COORDINATES (ANGSTROEM)
1 N 1.4618 0.1846 1.8068
2 O -0.7874 -1.7841 -1.3050
3 O -1.3301 0.4155 1.1570
4 O 0.4117 0.5518 -0.7070
5 Si -0.2280 -0.3482 -1.8706
6 Si 0.1273 1.0665 0.7900
7 H 1.2953 -0.0154 2.8817
8 H 2.4012 0.4877 1.7912
9 H -1.6630 -2.0455 -1.5035
10 H -1.3611 -0.5009 1.4094
11 H -1.1492 0.2380 -2.7621
12 H 0.8591 -0.7312 -2.6503
13 H -0.0376 2.4810 0.9624